Formula: C4H12ClO2Ti
Source: OMol25
Level of theory: ωB97M-V/def2-TZVPD

Last column: Löwdin charge in e.
Geometry (Å):
Ti  3.02373  -3.38196  -1.72742  0.680
Cl  1.16893  -1.54956  -0.93230  -0.143
C  -3.74497  -0.35054  -1.96684  -0.068
C  -2.29184  -0.85011  -1.85864  -0.226
O  -1.42247  0.21029  -1.37558  0.040
H  -4.16897  0.13513  -1.08796  0.082
H  -4.50183  -1.08605  -2.23943  0.084
H  -3.82043  0.41024  -2.74377  0.080
H  -1.99883  -1.34068  -2.78685  0.135
H  -2.27847  -1.58265  -1.05160  0.126
H  -0.61529  -0.20961  -1.06940  -0.055
C  2.89435  1.67267  2.60228  -0.059
C  1.84682  0.99556  1.70922  -0.256
O  1.71051  -0.34204  2.04090  0.069
H  2.99223  2.75296  2.49506  0.085
H  3.92459  1.31685  2.61221  0.085
H  2.66332  1.55112  3.66055  0.084
H  2.29529  0.91138  0.71933  0.127
H  0.91512  1.56078  1.73275  0.151
H  1.40821  -0.82379  1.26750  -0.021

- Orbital gap (spin up / spin down): 6.94 / 3.05 eV
- Multiplicity: 5
- ⟨S²⟩: 6.007
- E_LUMO (spin up / spin down): -3.977 / -9.336 eV
- Net charge: +1



Formula: C4H12FN2OP
Source: OMol25
Level of theory: ωB97M-V/def2-TZVPD

Last column: Löwdin charge in e.
Geometry (Å):
C  2.99308  1.66604  0.06882  -0.071
C  2.30943  -0.54996  0.53384  -0.147
C  -1.39190  -0.92253  -1.34325  -0.122
C  -1.87360  -1.14605  1.04881  -0.110
N  2.25024  0.69000  -0.19948  -0.104
N  -1.49571  -0.18633  -0.04103  -0.395
O  -1.35721  1.88344  -1.24146  -0.267
F  -1.79083  1.74494  1.30798  -0.338
P  -2.35917  1.21014  -0.21760  0.790
H  3.06996  2.57657  -0.52275  0.064
H  3.60455  1.64381  0.97531  0.071
H  -0.53957  1.40189  -1.21182  0.027
H  3.16567  -0.89666  1.06847  0.062
H  1.48650  -0.46525  1.21096  0.064
H  2.14937  -1.24521  -0.32203  0.083
H  -1.35830  -0.17687  -2.14367  0.067
H  -0.57935  -1.54254  -1.42218  0.048
H  -2.32518  -1.46432  -1.57514  0.087
H  -2.14830  -0.65834  1.92974  0.046
H  -2.73187  -1.74606  0.79533  0.070
H  -1.07782  -1.81672  1.30117  0.072

- Orbital gap: 9.94 eV
- Energy above the lowest of the compared OMol25 structures with the same formula, charge and spin: 35.4 kcal per mole
- Multiplicity: 1
- E_LUMO: 0.937 eV
- Structure (SMILES): CN(C)P(O)F.C=NC



Formula: C4H12FeN2O10
Source: OMol25
Level of theory: ωB97M-V/def2-TZVPD

Last column: Löwdin charge in e.
Geometry (Å):
Fe  0.26342  -0.05582  0.05706  0.824
N  0.64767  -2.33570  -2.11357  -0.529
O  1.25424  -2.57756  -3.13665  0.050
O  0.92625  -1.24296  -1.46305  -0.132
O  -0.28294  -3.04141  -1.70492  0.002
N  2.01268  -1.45359  2.49941  -0.558
O  1.56781  -0.95890  1.38629  -0.147
O  2.29439  -0.65550  3.39172  -0.012
O  2.03599  -2.68090  2.66473  0.010
C  0.25259  1.65549  -2.26152  -0.170
C  1.36537  2.24443  -1.43784  -0.188
O  1.74807  1.34002  -0.39791  -0.077
O  -0.80477  1.18805  -1.36349  -0.088
H  0.60352  0.82754  -2.87970  0.127
H  -0.12654  2.42777  -2.93291  0.134
H  1.02911  3.19972  -1.01270  0.130
H  2.22971  2.49050  -2.05696  0.139
H  2.64004  1.59822  -0.14405  0.137
H  -1.62958  1.51553  -1.73114  0.118
C  -2.01414  0.38792  1.70854  -0.197
C  -2.06400  -1.12062  1.46721  -0.161
O  -1.24997  -1.46364  0.33211  -0.105
O  -0.67134  0.85357  1.70550  -0.078
H  -2.51521  0.60394  2.65430  0.134
H  -2.62116  0.89663  0.94733  0.122
H  -3.11663  -1.31440  1.24302  0.133
H  -1.73542  -1.65014  2.36171  0.139
H  -1.48949  -2.34369  0.01308  0.111
H  -0.54967  1.66549  2.20442  0.135

- Orbital gap (spin up / spin down): 7.94 / 7.90 eV
- Energy above the lowest of the compared OMol25 structures with the same formula, charge and spin: 19.0 kcal per mole
- Multiplicity: 5
- ⟨S²⟩: 6.006
- E_LUMO (spin up / spin down): -0.539 / -0.540 eV



Across the entries above, E takes the values -44062.3677, -21376.3381, -62177.4332 eV, respectively.